Entry 1:
DFT (ωB97M-V/def2-TZVPD) results for 18 unconnected molecules or ions with the total composition C79H136O39PS11 at a distorted geometry.

The geometry in XYZ format:
```
266
C79H136O39PS11, DFT ωB97M-V/def2-TZVPD
C -5.45921 -0.65286 -1.28095
C -4.62369 -0.74699 0.02746
C -3.12780 -0.26483 -0.28208
C -2.03970 -0.63925 0.78396
P -0.18878 -0.79474 0.42722
C 0.72173 -1.54601 1.77125
C -0.04006 -1.87014 3.02429
C 0.65588 -3.00103 3.94768
C -0.04992 -3.29716 5.20961
C 0.02397 -1.58684 -1.11331
C 1.47580 -1.62715 -1.57494
C 1.81594 -2.44303 -2.86999
C 1.10741 -1.95734 -4.13568
C 0.57919 0.81050 0.10567
C 0.10453 1.94467 1.06431
C 0.83425 3.29298 0.82516
C 0.19366 4.48513 1.57890
H -5.02209 -1.21972 -2.10296
H -5.53157 0.37295 -1.64230
H -6.51680 -0.90130 -1.19224
H -4.70793 -1.80112 0.29168
H -5.04008 -0.21483 0.88276
H -3.34030 0.79351 -0.43333
H -2.78270 -0.64643 -1.24301
H -2.21914 -1.68637 1.02778
H -2.10200 -0.17606 1.76867
H 1.62992 -0.95748 1.90126
H 1.10353 -2.41682 1.23832
H -1.03040 -2.19724 2.70754
H -0.18477 -0.99505 3.65782
H 1.71647 -2.80664 4.10730
H 0.74481 -3.95466 3.42731
H -0.02652 -4.34532 5.50780
H -1.11778 -3.09191 5.13444
H 0.26036 -2.61827 6.00390
H -0.64180 -1.14213 -1.85295
H -0.29734 -2.62311 -1.00839
H 2.11209 -1.91941 -0.73958
H 1.84626 -0.62482 -1.78987
H 1.61954 -3.48924 -2.63550
H 2.89360 -2.40836 -3.02975
H 1.08764 -0.86813 -4.09935
H 0.03550 -2.15504 -4.13009
H 1.52068 -2.21336 -5.11126
H 0.31002 1.00025 -0.93340
H 1.65868 0.70410 0.21279
H 0.13158 1.75018 2.13649
H -0.96744 2.04311 0.89319
H 0.90307 3.62494 -0.21078
H 1.87213 3.23977 1.15392
H 0.22072 4.21957 2.63571
H -0.87740 4.54222 1.38479
H 0.79023 5.36823 1.35015
C -8.40095 -4.70140 1.18229
C -8.97740 -4.28612 2.51460
O -9.38546 -2.95812 2.21062
S -8.19424 -2.18828 1.35506
O -7.23121 -1.65465 2.28895
O -8.80255 -1.38822 0.31386
O -7.63794 -3.61369 0.73113
H -9.20604 -5.02412 0.52216
H -7.81080 -5.59913 1.36652
H -8.22094 -4.31858 3.29870
H -9.72113 -4.99641 2.87580
C 5.29439 1.40981 4.59739
C 6.61233 1.89343 3.97948
O 6.30445 2.23859 2.61699
S 4.69368 2.64746 2.44360
O 4.14971 1.77471 1.36403
O 4.44763 4.04308 2.22103
O 4.27105 2.07029 3.97002
H 5.22946 1.45767 5.68439
H 5.23685 0.35715 4.32048
H 7.36029 1.10480 4.06138
H 6.92244 2.76465 4.55647
C 4.11100 -4.39190 5.22764
C 5.04041 -5.63125 5.36013
O 4.34206 -6.75567 5.02632
S 2.73097 -6.57853 5.14591
O 2.32748 -6.66878 6.56338
O 1.93551 -7.30546 4.14786
O 2.92694 -4.97008 4.73875
H 4.52195 -3.80546 4.40587
H 3.95638 -3.87284 6.17357
H 5.32916 -5.75904 6.40339
H 5.94065 -5.48014 4.76446
C -3.56408 3.71499 3.62556
C -4.02032 2.81838 2.37818
O -4.09825 1.50824 2.80654
S -3.65249 1.34005 4.37368
O -2.81757 0.14846 4.60083
O -4.82930 1.53295 5.21582
O -2.79057 2.76196 4.27658
H -4.35339 4.15088 4.23801
H -2.90239 4.50324 3.26649
H -3.41636 2.84711 1.47125
H -5.02509 3.05828 2.03035
C -3.69036 -6.31844 -1.63122
C -3.61453 -5.32699 -0.43871
O -3.29034 -4.09570 -0.97541
S -2.68887 -4.22589 -2.52385
O -1.24516 -4.54444 -2.42692
O -3.10126 -3.09412 -3.36208
O -3.64857 -5.55320 -2.77686
H -4.62600 -6.87604 -1.58930
H -2.78569 -6.92611 -1.61068
H -2.96514 -5.76799 0.31755
H -4.62522 -5.28385 -0.03281
C 0.66386 -8.17050 1.16410
C -0.67857 -8.34282 0.47435
O -0.92281 -7.16259 -0.29281
S 0.24579 -6.03817 -0.07275
O -0.30910 -4.74723 0.33941
O 1.17768 -5.96967 -1.16562
O 0.92751 -6.82662 1.19849
H 1.46585 -8.61413 0.57410
H 0.65890 -8.62230 2.15604
H -1.48929 -8.67115 1.12476
H -0.55147 -9.17620 -0.21660
O -3.24637 0.33889 -5.08221
S -2.14574 1.23521 -5.46060
O -1.40334 1.89173 -4.40271
O -1.03000 0.42996 -6.45028
C 0.26916 0.98692 -6.64235
C 0.50782 1.56870 -8.07221
C -2.89876 2.39085 -6.70927
H 1.02978 0.23615 -6.42810
H 0.38665 1.74838 -5.87134
H -0.06414 2.48654 -8.20826
H 0.33419 0.78872 -8.81355
H 1.55870 1.85332 -8.12450
H -2.30006 3.26158 -6.97662
H -3.87398 2.69929 -6.33254
H -3.01239 1.76557 -7.59482
O 4.96266 -2.00368 0.30147
S 5.09593 -2.32856 1.74806
O 4.17197 -1.71430 2.69369
O 4.96670 -3.98058 1.87714
C 3.72346 -4.54581 1.50994
C 3.86750 -5.13429 0.09535
C 6.87064 -2.02504 2.33465
H 2.87554 -3.90448 1.75044
H 3.71525 -5.36183 2.23255
H 3.25074 -6.01179 -0.09883
H 4.88031 -5.51650 -0.03201
H 3.58736 -4.37960 -0.63954
H 6.96530 -2.61689 3.24506
H 7.01031 -0.95536 2.49085
H 7.68595 -2.36169 1.69431
O 2.01886 7.63609 0.56854
S 2.67607 7.19052 -0.62957
O 1.84362 6.79776 -1.77393
O 3.67552 8.41853 -1.19997
C 4.45869 9.10767 -0.21955
C 4.89472 10.34029 -0.97528
C 4.00052 5.89575 -0.32485
H 5.34489 8.57257 0.12163
H 3.84474 9.48589 0.59783
H 4.01854 10.97621 -1.10185
H 5.11678 10.22190 -2.03583
H 5.76478 10.79694 -0.50354
H 3.47054 5.04254 0.09853
H 4.74039 6.15289 0.43316
H 4.53250 5.70728 -1.25736
O 3.09731 9.08820 4.91504
S 2.77843 7.79747 5.53593
O 3.55473 7.13648 6.61934
O 1.21536 7.71730 6.10920
C 0.21800 8.37644 5.35882
C -0.30486 7.56908 4.17654
C 2.64554 6.55176 4.24235
H 0.51840 9.40680 5.16848
H -0.52037 8.28675 6.15560
H -1.23192 8.12573 4.03945
H -0.47722 6.50871 4.36098
H 0.36625 7.44607 3.32649
H 1.88226 5.79968 4.44206
H 3.53477 5.94507 4.41358
H 2.63601 7.02437 3.26020
O 0.43386 3.84575 5.29866
S 0.16620 2.51726 5.79283
O -0.39205 1.45562 4.96428
O 1.49904 1.94655 6.52460
C 1.32588 0.81418 7.35881
C 2.64471 0.06151 7.12405
C -0.87432 2.83751 7.35230
H 0.42536 0.33784 6.97117
H 1.33540 1.09947 8.41076
H 3.50837 0.71285 7.25805
H 2.75534 -0.31234 6.10617
H 2.77345 -0.79221 7.78939
H -1.03358 1.86060 7.80880
H -1.83658 3.27090 7.07969
H -0.32529 3.49597 8.02542
C 2.04819 -2.92989 -8.44978
C 3.09354 -2.15074 -8.86958
C 2.90954 -1.24188 -9.84159
C 1.76308 -1.26601 -10.55644
C 0.62405 -2.03029 -10.14749
C 0.82780 -2.84991 -9.08976
H 2.12105 -3.61171 -7.61540
H 4.05694 -2.08866 -8.38545
H 3.69594 -0.54796 -10.09939
H 1.62907 -0.58083 -11.38044
H -0.36149 -1.95655 -10.58301
H 0.01202 -3.42306 -8.67453
C 2.70406 1.64809 -4.15364
C 3.07213 2.05929 -5.43326
C 3.37841 3.34224 -5.77842
C 3.26010 4.27691 -4.76728
C 2.79809 3.87426 -3.49804
C 2.52271 2.58601 -3.17320
H 2.45857 0.61692 -3.94676
H 3.21966 1.23058 -6.10992
H 3.76352 3.64586 -6.74065
H 3.52229 5.30698 -4.95862
H 2.71339 4.52492 -2.64021
H 2.11939 2.39038 -2.19063
C -3.71616 3.33956 -1.77889
C -4.94339 3.72400 -1.38116
C -5.23083 4.86448 -0.64513
C -4.11714 5.58457 -0.18553
C -2.81201 5.18683 -0.59228
C -2.62600 4.01638 -1.30192
H -3.60330 2.41022 -2.31739
H -5.76792 3.15407 -1.78330
H -6.26951 5.08349 -0.44617
H -4.24796 6.48193 0.40101
H -1.94751 5.67184 -0.16355
H -1.63894 3.63842 -1.52384
C -3.74793 -3.12328 4.63117
C -4.62451 -2.77262 3.57644
C -4.97524 -3.68223 2.57754
C -4.70108 -4.98251 2.78524
C -3.79485 -5.36949 3.78884
C -3.31511 -4.41345 4.65222
H -3.26958 -2.48006 5.35494
H -4.98482 -1.75449 3.57793
H -5.60801 -3.23260 1.82665
H -5.12627 -5.69467 2.09354
H -3.58848 -6.41139 3.98442
H -2.57167 -4.74903 5.36010
C -8.92772 0.69088 -3.17183
C -7.98846 1.67091 -3.14972
C -6.80672 1.55831 -3.92969
C -6.52567 0.36360 -4.57555
C -7.42070 -0.61540 -4.49191
C -8.64090 -0.47522 -3.77810
H -9.86780 0.76887 -2.64592
H -8.09385 2.59911 -2.60776
H -6.03358 2.31206 -3.95184
H -5.55792 0.09512 -4.97276
H -7.18794 -1.55181 -4.97706
H -9.41323 -1.23005 -3.78869
C 5.11472 -2.08761 -5.35778
C 5.68823 -1.11860 -6.16292
C 6.88563 -1.40193 -6.81153
C 7.55047 -2.66277 -6.63409
C 6.93940 -3.68525 -5.96699
C 5.70116 -3.37284 -5.40691
H 4.22295 -1.89222 -4.78075
H 5.21567 -0.16501 -6.34661
H 7.25831 -0.61971 -7.45624
H 8.41139 -2.92171 -7.23255
H 7.44674 -4.63742 -5.91840
H 5.27774 -4.18785 -4.83869
```

## Properties
Net charge = 0
LUMO energy (alpha / beta) = -0.009 / -0.009 Eh
<S²> = 0.751
2S+1 = 2

Atomic partial charges in e from the Mulliken method, atoms 1 to 5:
1. C -0.888
2. C 0.761
3. C -0.102
4. C -0.230
5. P 2.219

=====

Entry 2:
DFT (ωB97M-V/def2-TZVPD) results for a single C4H7NO2 molecule at a distorted geometry.

The geometry in XYZ format:
```
14
C4H7NO2, DFT ωB97M-V/def2-TZVPD
O -2.10069 -0.17367 -0.93656
C -1.30522 -0.39900 0.18704
C -0.02463 -1.20809 -0.02759
N 0.75441 -0.00283 0.22662
C -0.33048 0.93508 0.38665
C 2.00719 0.30837 -0.16343
O 2.44153 1.44214 -0.20372
H -1.66093 0.70318 -0.78893
H -1.88523 -0.61126 1.08750
H 0.13026 -1.99868 0.70864
H 0.07576 -1.60048 -1.04757
H -0.44303 1.41271 1.36257
H -0.23691 1.77848 -0.35895
H 2.59053 -0.59275 -0.42766
```

## Properties
Energy relative to the best compared isomer or geometry (same formula, charge and spin) = 70.35 kcal/mol
Net charge = 0
Structure (SMILES) = O=CN1CC(O)C1
LUMO energy = 0.028 Eh

Atomic partial charges in e from the natural (NBO) method, atoms 1 to 5:
1. O -0.704
2. C 0.106
3. C -0.243
4. N -0.430
5. C -0.304